Entry 1:
An isolated molecule of C3H6N2O. Source: OMol25; level of theory: the ωB97M-V functional and the def2-TZVPD basis.

Each line ends with the Löwdin charge.
Positions of all 12 atoms, in Å:
C 0.687 0.586 -0.141  -0.115
C -0.780 0.505 -0.333  -0.340
C -1.493 -0.354 0.626  -0.143
H 2.940 0.422 0.130  0.085
H 1.225 1.556 -0.051  0.133
H -1.238 1.393 -0.744  0.128
H -2.522 -0.108 0.951  0.105
H -0.846 -0.829 1.384  0.111
H -0.605 -1.433 -0.861  0.079
N 1.318 -0.513 -0.142  -0.042
N -1.341 -0.740 -0.783  0.031
O 2.655 -0.487 -0.035  -0.031

For the lowest unoccupied orbital energy, the calculation gives 0.88 eV. The energy above the lowest of the compared OMol25 structures with the same formula, charge and spin is 3.873 eV. The calculation puts the HOMO energy at -9.31 eV. Its SMILES is O/N=C/[C@@H]1CN1.



Entry 2:
A structure of composition C16H14BCl5FeN6S. Source: OMol25; level of theory: the ωB97M-V functional and the def2-TZVPD basis.

Each line ends with the Löwdin charge.
Positions of all 44 atoms, in Å:
Fe -1.007 -0.108 -0.236  0.502
B 1.792 1.129 1.485  -0.556
N 1.669 1.226 0.011  -0.016
C 2.606 1.787 -0.759  -0.082
C 2.284 1.656 -2.097  -0.041
C 0.957 1.093 -2.098  -0.125
N 0.563 0.830 -0.824  -0.108
N 0.776 0.286 2.176  -0.061
C 0.725 0.025 3.490  -0.056
C -0.504 -0.542 3.765  -0.031
C -1.240 -0.495 2.548  -0.116
N -0.464 -0.012 1.569  -0.081
H 2.888 0.705 1.733  0.078
H 1.849 2.150 2.067  0.074
H 3.485 2.208 -0.327  0.130
H 2.891 2.008 -2.949  0.107
H 0.264 0.868 -2.943  0.125
H 1.580 0.160 4.119  0.137
H -0.879 -0.767 4.719  0.085
H -2.300 -0.734 2.340  0.095
Cl -4.083 -1.492 0.234  0.771
C -3.992 0.162 -0.309  -0.619
C -2.758 0.811 -0.295  -0.261
C -2.729 2.219 -0.354  -0.597
Cl -1.264 3.148 -0.102  0.794
C -3.932 2.912 -0.630  -0.633
Cl -3.922 4.623 -0.804  0.792
C -5.173 2.292 -0.583  -0.747
Cl -6.565 3.201 -0.358  0.790
C -5.163 0.902 -0.609  -0.641
Cl -6.643 0.065 -0.779  0.804
C 1.984 -2.771 -2.822  -0.041
N 2.234 -2.518 -1.424  -0.118
C 3.464 -2.453 -0.765  -0.003
C 3.135 -2.396 0.551  -0.051
N 1.771 -2.204 0.688  0.102
C 1.191 -2.356 -0.538  -0.686
S -0.508 -2.454 -0.879  0.634
H 2.513 -1.982 -3.429  0.113
H 0.870 -2.703 -2.938  0.050
H 2.318 -3.727 -3.202  0.091
H 4.397 -2.504 -1.312  0.135
H 3.750 -2.368 1.405  0.114
H 1.172 -1.882 1.465  0.146

For the lowest unoccupied orbital energy (alpha / beta), the calculation gives -3.67 / -7.47 eV. Its spin multiplicity is 6. The net charge is +1. The energy above the lowest of the compared OMol25 structures with the same formula, charge and spin is 0.000 eV. As for the expectation value of S²: 8.7858. The calculation puts the HOMO energy (alpha / beta) at -10.78 / -10.76 eV.



Entry 3:
A structure of composition C27H32Cl3CrN2O2Se. Source: OMol25; level of theory: the ωB97M-V functional and the def2-TZVPD basis.

Each line ends with the Löwdin charge.
Positions of all 68 atoms, in Å:
Cr 0.027 0.093 -0.633  0.296
C 2.678 2.757 2.565  -0.078
C 2.267 2.708 1.095  -0.222
C 1.032 3.526 0.842  -0.189
C 1.158 4.906 0.733  -0.042
C 0.051 5.721 0.565  -0.074
C -1.209 5.151 0.521  -0.046
C -1.384 3.775 0.634  -0.195
C -2.798 3.242 0.606  -0.231
C -3.544 3.484 1.918  -0.080
C -0.248 2.962 0.782  -0.198
N -0.412 1.546 0.800  -0.036
C -1.063 1.011 1.791  -0.061
C -1.504 -0.314 1.682  -0.309
C -2.257 -1.157 2.499  -0.022
C -2.457 -2.326 1.767  -0.067
C -1.818 -2.151 0.539  -0.110
N -1.248 -0.936 0.472  -0.044
H 3.585 2.176 2.737  0.075
H 1.894 2.331 3.191  0.075
H 2.862 3.782 2.890  0.073
H 2.091 1.674 0.809  0.054
H 3.076 3.088 0.464  0.113
H 2.148 5.345 0.783  0.117
H 0.169 6.792 0.471  0.103
H -2.083 5.779 0.395  0.115
H -2.812 2.178 0.368  0.079
H -3.336 3.747 -0.201  0.112
H -3.044 3.002 2.757  0.065
H -4.561 3.095 1.865  0.076
H -3.599 4.550 2.142  0.074
H -1.278 1.599 2.681  0.150
H -2.593 -0.945 3.500  0.106
H -2.995 -3.206 2.076  0.094
H -1.743 -2.846 -0.281  0.103
Cl 1.515 1.701 -2.036  0.692
C 0.072 2.285 -2.886  -0.831
Cl -1.401 1.797 -2.022  0.710
H 0.048 1.823 -3.867  0.040
H 0.099 3.369 -2.901  0.050
Cl 2.678 -3.248 2.232  0.588
C 3.115 -1.770 1.342  -0.475
C 1.963 -0.774 1.397  -0.636
O 1.573 -0.273 2.418  0.099
O 1.493 -0.510 0.189  -0.236
H 3.343 -2.054 0.320  0.076
H 3.987 -1.341 1.831  0.083
C -3.927 -5.991 -3.185  -0.054
C -2.978 -4.844 -3.000  -0.271
C -1.612 -5.055 -2.874  -0.017
C -0.713 -4.004 -2.728  -0.309
C 0.744 -4.329 -2.573  -0.091
C -1.198 -2.685 -2.716  -0.513
Se 0.112 -1.277 -2.628  0.778
C -2.571 -2.453 -2.833  -0.308
C -3.143 -1.067 -2.805  -0.087
C -3.434 -3.534 -2.970  -0.017
H -3.538 -6.903 -2.732  0.075
H -4.094 -6.197 -4.244  0.082
H -4.898 -5.779 -2.737  0.076
H -1.231 -6.070 -2.875  0.115
H 0.879 -5.404 -2.455  0.075
H 1.175 -3.826 -1.707  0.060
H 1.322 -4.008 -3.442  0.077
H -2.940 -0.579 -1.849  0.042
H -4.223 -1.091 -2.949  0.078
H -2.700 -0.446 -3.587  0.062
H -4.498 -3.338 -3.051  0.115

For the lowest unoccupied orbital energy (alpha / beta), the calculation gives -0.82 / -0.23 eV. Its spin multiplicity is 2. As for the expectation value of S²: 0.8204. The calculation puts the HOMO energy (alpha / beta) at -7.73 / -7.76 eV.



Entry 4:
An isolated molecule of C9H9IOS. Source: OMol25; level of theory: the ωB97M-V functional and the def2-TZVPD basis.

Each line ends with the Löwdin charge.
Positions of all 21 atoms, in Å:
C -0.110 -0.788 1.541  -0.013
C -1.067 0.487 -0.285  -0.050
C 0.932 0.199 1.681  -0.150
C -0.051 1.432 -0.134  -0.085
C -1.117 -0.573 0.549  -0.317
C 0.871 1.360 0.854  -0.402
C 3.551 1.292 -1.607  -0.138
C 3.556 0.989 -0.364  -0.841
C -2.060 -1.676 0.300  -0.043
O 2.150 3.539 -0.016  -0.522
S 2.374 2.439 0.856  0.925
I 3.908 -0.862 0.498  0.861
H -0.112 -1.710 2.294  0.153
H -1.741 0.472 -1.148  0.128
H 1.710 0.045 2.387  0.049
H 0.027 2.098 -0.981  0.116
H 3.644 0.729 -2.445  0.032
H 3.319 2.377 -1.620  0.062
H -1.971 -1.888 -0.778  0.103
H -1.791 -2.454 0.895  0.039
H -3.015 -1.209 0.483  0.092

For the lowest unoccupied orbital energy, the calculation gives -0.20 eV. The energy above the lowest of the compared OMol25 structures with the same formula, charge and spin is 0.129 eV. The calculation puts the HOMO energy at -8.75 eV.



Entry 5:
A cluster of 11 separate species, C32H90N16O16 in total. Source: OMol25; level of theory: the ωB97M-V functional and the def2-TZVPD basis.

Each line ends with the Löwdin charge.
Positions of all 154 atoms, in Å:
C 2.612 24.885 -16.853  -0.651
O 2.216 25.620 -15.933  -0.017
N 3.862 24.445 -17.009  0.192
N 1.811 24.479 -17.882  0.161
H 3.968 23.709 -17.700  0.051
H 4.639 24.892 -16.545  0.071
H 0.853 24.781 -17.836  0.104
H 2.152 23.943 -18.656  0.057
C 11.342 22.339 -19.484  -0.690
O 11.688 22.448 -20.664  -0.009
N 11.008 21.172 -18.899  0.162
N 11.215 23.389 -18.639  0.192
H 10.434 21.216 -18.074  0.041
H 11.096 20.349 -19.466  0.103
H 11.488 24.313 -18.927  0.060
H 10.811 23.156 -17.745  0.059
C 5.296 25.480 -13.916  -0.637
O 5.853 25.017 -14.924  -0.034
N 5.986 25.891 -12.823  0.154
N 3.998 25.870 -13.838  0.162
H 6.990 25.750 -12.930  0.047
H 5.604 26.280 -11.986  0.094
H 3.689 26.187 -12.943  0.091
H 3.361 25.546 -14.598  0.062
C 8.890 25.399 -17.354  -0.610
O 9.621 24.945 -16.466  -0.039
N 7.517 25.391 -17.255  0.175
N 9.305 25.940 -18.511  0.214
H 7.186 25.405 -16.294  0.064
H 7.034 26.008 -17.897  0.061
H 10.301 26.024 -18.688  0.071
H 8.656 26.331 -19.165  0.067
C 9.667 26.387 -13.041  -0.665
O 8.775 25.560 -12.815  -0.020
N 10.055 27.324 -12.141  0.167
N 10.170 26.499 -14.287  0.181
H 10.774 27.975 -12.393  0.090
H 9.629 27.254 -11.234  0.109
H 9.924 25.721 -14.906  0.066
H 10.818 27.246 -14.455  0.094
C 8.811 21.519 -15.406  -0.641
O 9.757 21.519 -16.200  -0.008
N 8.066 22.616 -15.170  0.187
N 8.509 20.500 -14.545  0.157
H 8.413 23.430 -15.667  0.065
H 7.722 22.789 -14.242  0.101
H 9.122 19.703 -14.537  0.102
H 8.022 20.772 -13.712  0.093
C 14.299 23.571 -11.186  -0.094
O 14.956 24.831 -11.022  -0.182
C 14.108 25.955 -11.164  -0.199
C 13.365 25.976 -12.533  -0.232
N 14.187 25.591 -13.683  -0.032
C 13.342 25.266 -14.830  -0.208
C 12.559 23.967 -14.811  -0.223
O 13.499 22.919 -14.915  -0.191
C 12.967 21.648 -15.153  -0.109
H 13.875 23.369 -12.174  0.069
H 13.556 23.341 -10.422  0.093
H 15.111 22.844 -11.162  0.094
H 14.625 26.875 -10.898  0.118
H 13.270 25.898 -10.458  0.111
H 13.003 26.993 -12.717  0.099
H 12.460 25.369 -12.421  0.093
H 14.759 24.837 -13.323  0.092
H 14.012 25.133 -15.682  0.109
H 12.712 26.126 -15.050  0.086
H 11.896 23.909 -15.682  0.099
H 11.889 23.857 -13.949  0.119
H 12.465 21.692 -16.122  0.074
H 12.378 21.235 -14.327  0.088
H 13.756 20.897 -15.251  0.086
C 6.268 19.490 -24.242  -0.100
O 6.191 20.918 -24.229  -0.204
C 5.861 21.400 -25.546  -0.221
C 6.183 22.877 -25.711  -0.216
N 5.512 23.591 -24.635  -0.057
C 6.034 24.973 -24.566  -0.169
C 7.288 24.995 -23.647  -0.238
O 6.895 24.574 -22.364  -0.190
C 8.019 24.500 -21.508  -0.093
H 6.294 19.164 -23.204  0.080
H 7.165 19.120 -24.744  0.086
H 5.400 19.064 -24.749  0.087
H 4.805 21.210 -25.756  0.123
H 6.427 20.804 -26.268  0.115
H 5.895 23.204 -26.710  0.122
H 7.271 22.954 -25.594  0.115
H 5.813 23.186 -23.755  0.066
H 5.352 25.599 -23.983  0.108
H 6.093 25.369 -25.577  0.115
H 7.656 26.030 -23.686  0.114
H 8.164 24.484 -24.062  0.120
H 8.705 25.350 -21.584  0.072
H 8.589 23.601 -21.758  0.103
H 7.672 24.435 -20.477  0.068
C 7.995 19.635 -19.864  -0.101
O 6.950 20.363 -19.257  -0.170
C 7.151 21.740 -19.133  -0.245
C 6.029 22.427 -18.398  -0.182
N 4.660 22.362 -18.977  -0.055
C 4.486 23.171 -20.187  -0.189
C 4.242 22.288 -21.444  -0.192
O 3.107 21.424 -21.349  -0.203
C 1.837 22.071 -21.411  -0.085
H 8.653 19.194 -19.114  0.083
H 8.551 20.229 -20.595  0.087
H 7.499 18.849 -20.436  0.082
H 7.252 22.183 -20.137  0.100
H 8.136 22.020 -18.737  0.116
H 6.213 23.494 -18.282  0.086
H 6.079 21.978 -17.403  0.119
H 4.425 21.399 -19.185  0.111
H 5.425 23.648 -20.483  0.093
H 3.728 23.957 -20.156  0.099
H 5.120 21.668 -21.625  0.118
H 4.105 22.926 -22.322  0.109
H 1.185 21.208 -21.532  0.092
H 1.805 22.600 -22.369  0.089
H 1.661 22.756 -20.581  0.068
C 12.840 26.445 -17.992  -0.099
O 12.183 26.208 -19.218  -0.267
C 13.105 26.330 -20.315  -0.180
C 12.363 26.321 -21.635  -0.205
N 11.695 27.593 -21.854  -0.048
C 10.830 27.520 -23.043  -0.202
C 11.464 27.131 -24.376  -0.223
O 11.319 25.723 -24.518  -0.204
C 11.827 25.262 -25.746  -0.117
H 13.481 27.326 -18.032  0.102
H 13.250 25.481 -17.680  0.087
H 12.115 26.627 -17.192  0.074
H 13.880 25.568 -20.206  0.132
H 13.607 27.299 -20.227  0.119
H 11.564 25.566 -21.574  0.121
H 12.955 25.943 -22.468  0.125
H 11.071 27.661 -21.059  0.084
H 10.441 28.524 -23.221  0.113
H 10.010 26.821 -22.850  0.097
H 12.458 27.540 -24.569  0.131
H 10.782 27.601 -25.095  0.116
H 11.567 24.210 -25.853  0.089
H 12.918 25.307 -25.826  0.086
H 11.424 25.879 -26.556  0.085
C 7.005 28.349 -20.516  -0.215
C 6.474 28.888 -19.178  -0.211
O 6.400 27.776 -18.291  -0.075
O 8.436 28.299 -20.520  -0.085
H 6.680 29.048 -21.293  0.117
H 6.607 27.359 -20.736  0.121
H 5.514 29.376 -19.356  0.121
H 7.205 29.650 -18.893  0.120
H 6.434 28.124 -17.392  0.105
H 8.738 29.104 -20.087  0.084

For the lowest unoccupied orbital energy, the calculation gives 0.17 eV. The calculation puts the HOMO energy at -8.68 eV. Its SMILES is COCCNCCOC.COCCNCCOC.COCCNCCOC.COCCNCCOC.NC(N)=O.NC(N)=O.NC(N)=O.NC(N)=O.NC(N)=O.NC(N)=O.OCCO.



Entry 6:
An isolated molecule of C4H4O2. Source: OMol25; level of theory: the ωB97M-V functional and the def2-TZVPD basis.

Each line ends with the Löwdin charge.
Positions of all 10 atoms, in Å:
C -0.879 0.711 -0.274  0.034
C 0.534 0.578 0.225  -0.227
C 0.750 -1.629 -0.605  -0.329
C -0.762 0.242 0.937  0.045
O 1.366 -0.436 -0.392  -0.027
O -0.331 -1.975 -0.203  0.053
H -1.294 0.783 -1.197  0.079
H 1.280 1.319 0.244  0.116
H 1.514 -2.343 -1.079  0.156
H -1.124 -0.001 1.909  0.100

For the lowest unoccupied orbital energy, the calculation gives 1.08 eV. The energy above the lowest of the compared OMol25 structures with the same formula, charge and spin is 2.860 eV. The calculation puts the HOMO energy at -9.49 eV. Its SMILES is O=COC1C=C1.



| no. | total energy (eV) | largest force on an atom (eV/A) |
| --- | --- | --- |
| 1 | -8232.82541 | 1.1 |
| 2 | -134262.78634 | 4.1 |
| 3 | -166929.62878 | 0.6 |
| 4 | -30458.54317 | 4.5 |
| 5 | -91246.09303 | 2.4 |
| 6 | -8304.21730 | 3.8 |